1.
DFT (wB97M-V/def2-TZVPD) results for a 8-piece molecular cluster, C45H100N8O10 overall in a non-equilibrium geometry.

Output
SMILES   CC1(C)CCCC(C)(C)N1O.CC1(C)CCCC(C)(C)N1O.CC1(C)CCCC(C)(C)N1O.CC1(C)CCCC(C)(C)N1O.C[N+](=O)[O-].C[N+](=O)[O-].C[N+](=O)[O-].CCN(CC)CC

Geometry as XYZ:
```
163
Properties=species:S:1:pos:R:3:forces:R:3
C -4.00523 -4.09588 -0.07962 -0.78 0.98 0.13
C -2.73078 -4.87296 -0.20518 0.15 0.23 -0.63
C -1.69962 -4.27025 0.67566 0.95 1.39 2.27
C -2.97945 -6.31134 0.18827 1.03 0.86 -0.21
C -1.78769 -7.13409 -0.14605 0.88 -1.91 -1.33
C -1.65165 -7.09485 -1.71078 -0.53 -1.19 0.95
C -1.38247 -5.74802 -2.21747 -0.72 2.63 -1.50
C 0.03785 -5.30094 -1.99762 0.86 0.35 -0.18
C -1.65097 -5.62726 -3.75024 0.36 0.31 0.30
N -2.40532 -4.84089 -1.64889 0.79 1.37 0.07
O -2.04815 -3.46141 -1.99320 -0.49 -0.69 -0.04
H -4.44156 -4.31776 0.88602 -0.26 -0.04 0.34
H -3.84972 -2.99159 -0.10591 -0.07 -0.81 -0.27
H -4.70274 -4.41857 -0.86281 0.10 0.27 0.16
H -0.85664 -4.89597 0.97212 -0.21 -0.35 -0.02
H -1.21661 -3.38971 0.28134 -0.16 0.22 -0.36
H -2.13232 -3.85455 1.63897 0.13 -0.78 -0.94
H -3.08171 -6.35297 1.25283 -0.97 0.02 0.65
H -3.80981 -6.60591 -0.42711 -0.75 -0.68 0.31
H -0.83989 -6.88746 0.38835 -0.71 0.29 -0.52
H -1.97649 -8.17303 0.18330 0.04 0.25 -0.33
H -2.61783 -7.34679 -2.17807 0.17 -0.50 0.44
H -0.88953 -7.75330 -2.11522 0.06 -0.35 0.11
H 0.28053 -4.36732 -2.52546 -0.20 -0.27 -0.07
H 0.68985 -6.07542 -2.43264 0.07 0.28 0.50
H 0.25437 -5.08309 -0.95532 0.27 -0.44 0.19
H -0.89173 -6.22562 -4.24382 -0.17 -0.39 -0.45
H -1.46830 -4.58639 -4.07174 -0.15 -0.45 0.29
H -2.68634 -5.87644 -4.03783 0.53 -0.23 0.22
H -1.17823 -3.21946 -1.61279 -0.43 -0.44 0.06
C 2.77852 3.56469 0.23617 0.27 -0.88 -0.91
C 3.23683 4.20018 -1.05320 1.95 0.51 -0.60
C 2.75820 3.33450 -2.19631 -0.33 1.51 -0.45
C 2.77935 5.65354 -1.25892 -0.43 -0.61 -0.44
C 3.48350 6.58563 -0.32170 0.67 1.10 0.30
C 4.99386 6.53288 -0.51690 0.55 0.05 0.06
C 5.52221 5.13891 -0.26916 1.48 -1.88 -0.35
C 7.02865 4.99477 -0.72561 -1.45 1.61 -0.11
C 5.54800 4.70850 1.20205 -0.79 1.11 0.49
N 4.76522 4.27505 -1.19631 -0.97 -0.20 0.19
O 5.29408 2.94911 -1.07102 -0.39 0.02 0.15
H 3.38420 2.65665 0.30053 0.15 0.11 0.61
H 2.90889 4.22376 1.06787 -0.29 0.00 0.67
H 1.77385 3.17541 0.07646 -0.39 0.42 0.39
H 1.73517 3.68436 -2.34296 -0.34 -0.65 -0.23
H 3.30803 3.58256 -3.10950 0.03 -0.21 0.10
H 2.82667 2.29658 -1.95824 -0.01 -0.74 -0.03
H 2.93907 5.92014 -2.33146 0.03 -0.03 0.76
H 1.70375 5.71483 -1.07027 -0.11 -0.14 -0.14
H 3.17608 7.62618 -0.49987 -0.19 -0.26 0.15
H 3.26838 6.35310 0.74136 -0.11 0.13 -0.55
H 5.51107 7.24550 0.13681 -0.12 -0.09 0.02
H 5.30178 6.77331 -1.54657 -0.39 0.15 0.15
H 7.51803 4.11779 -0.33208 0.04 -0.18 0.02
H 7.48453 5.91554 -0.35829 0.51 -0.18 0.10
H 7.05233 5.05725 -1.81421 0.19 -0.26 -0.06
H 6.34123 5.29801 1.66844 -0.06 -0.03 0.18
H 5.75122 3.66650 1.42400 -0.02 -0.20 -0.47
H 4.60314 4.99156 1.68919 0.40 -0.15 0.14
H 5.79796 2.85064 -1.88125 0.05 -0.11 -0.13
C -5.28404 -0.04667 0.28661 0.53 0.91 0.58
C -4.69491 1.16869 -0.49633 0.33 -0.24 -0.02
C -3.33092 0.74342 -1.06415 -0.62 0.40 0.48
C -5.55549 1.43664 -1.70830 -0.22 -0.44 -0.43
C -6.83993 2.14107 -1.27898 0.87 0.60 -0.47
C -6.45553 3.52216 -0.71160 0.32 -0.88 0.74
C -5.64771 3.36252 0.57607 0.59 -0.47 0.29
C -5.05471 4.70405 1.00537 -0.40 -0.29 -0.95
C -6.45087 2.87209 1.79047 -0.92 0.25 0.30
N -4.48145 2.45199 0.23308 -0.54 -0.26 0.38
O -3.73984 2.16003 1.41733 0.08 0.12 0.03
H -5.61657 -0.81674 -0.39895 0.18 -0.16 -0.14
H -4.53531 -0.44895 0.97122 0.06 -0.24 -0.12
H -6.13033 0.21264 0.90515 -0.36 0.14 0.09
H -3.55647 -0.20713 -1.53418 0.60 -0.27 -0.38
H -2.98656 1.51298 -1.77997 0.07 -0.54 0.37
H -2.63466 0.61582 -0.23772 0.22 -0.08 -0.15
H -4.88420 1.94131 -2.39899 -0.57 0.81 -0.29
H -5.71403 0.46093 -2.19807 -0.29 0.28 0.22
H -7.56583 2.33003 -2.06343 -0.04 -0.45 -0.29
H -7.27292 1.47373 -0.52243 -0.34 0.51 -0.08
H -7.35716 4.08686 -0.52902 -0.20 0.40 0.23
H -5.78824 4.10731 -1.35379 -0.38 -0.29 -0.48
H -4.50729 4.54402 1.90367 0.52 0.23 0.76
H -5.87131 5.38733 1.15433 -0.42 0.36 0.44
H -4.44148 5.17069 0.24377 0.38 -0.21 -0.22
H -6.94347 1.90090 1.67374 0.17 0.17 -0.08
H -7.26280 3.59436 2.05168 0.58 -0.40 -0.38
H -5.81733 2.84267 2.68454 -0.05 -0.11 -0.17
H -4.26943 1.56970 1.98145 -0.02 0.12 -0.22
C 0.94021 -4.69047 4.40820 0.62 0.10 -0.70
C 1.36673 -3.30170 3.76790 0.36 -0.93 -1.61
C 2.10783 -3.62196 2.43300 -0.45 0.24 0.05
C 0.13742 -2.43112 3.37646 1.20 -1.16 0.70
C -0.45268 -1.92611 4.65524 -0.03 1.50 0.78
C 0.61393 -0.98585 5.32971 0.20 -0.92 0.66
C 1.87432 -1.80580 5.77816 0.54 0.01 -2.11
C 3.10308 -0.96800 6.07908 -0.35 0.39 0.35
C 1.57634 -2.73604 6.89968 -0.69 -0.17 1.11
N 2.34350 -2.45815 4.48778 -0.66 -1.43 0.38
O 3.47792 -3.37001 4.71143 -0.46 1.19 0.56
H 1.77825 -5.40088 4.26194 -0.48 0.32 0.00
H 0.76708 -4.67061 5.46750 -0.16 0.07 0.27
H 0.02814 -5.12501 3.93752 0.64 0.49 0.05
H 1.51140 -4.30687 1.82144 -0.04 0.25 -0.08
H 2.24236 -2.65895 1.93044 -0.13 -0.35 -0.32
H 3.09864 -4.05968 2.54583 -0.19 -0.11 0.32
H 0.49392 -1.61872 2.72412 -0.32 -0.16 0.18
H -0.53256 -3.09296 2.83775 -0.13 0.13 -0.23
H -1.32135 -1.29591 4.42162 -0.09 -0.24 0.28
H -0.77028 -2.74636 5.35878 0.29 0.80 -0.77
H 0.16583 -0.46984 6.19629 0.29 -0.22 -0.17
H 0.98839 -0.21386 4.65026 -0.36 -0.08 -0.21
H 3.94336 -1.60946 6.31023 0.15 -0.14 0.03
H 2.94780 -0.33259 6.92660 -0.12 0.51 0.63
H 3.36115 -0.34672 5.22854 0.01 0.14 -0.10
H 2.42587 -3.36264 7.13598 0.36 0.04 0.18
H 0.76580 -3.43514 6.68883 -0.07 0.48 0.20
H 1.29091 -2.10906 7.77450 0.24 -0.58 -0.32
H 4.23885 -2.81567 4.46213 -0.09 -0.26 0.01
C 0.47386 0.18712 -1.27876 -0.29 0.32 -0.91
N 0.92931 -0.93826 -0.47298 0.21 -1.33 0.25
O 2.02019 -0.78555 0.01823 0.72 -0.08 0.47
O 0.26330 -1.96866 -0.29287 0.27 1.57 -0.75
H 0.33686 -0.02516 -2.32954 0.12 -0.86 -0.39
H 1.20520 0.98429 -1.28082 0.00 0.01 0.65
H -0.48851 0.45628 -0.93222 -0.90 0.56 0.59
C 4.02401 -0.57238 2.47849 1.18 0.30 1.24
N 5.53235 -0.59632 2.85640 -0.38 -0.16 -0.10
O 5.93179 -1.48915 3.60302 -0.67 0.51 -0.47
O 6.25567 0.25700 2.37748 -0.61 -0.41 0.21
H 3.71579 0.45362 2.45148 0.11 0.62 0.01
H 3.44591 -1.11775 3.22285 0.21 -0.19 -0.10
H 3.91394 -0.97222 1.50612 0.16 -0.59 -0.93
C -1.33855 4.38392 1.15284 0.35 0.02 -1.30
N -1.31692 4.39943 -0.38471 0.22 -0.27 0.81
O -1.78209 5.30930 -1.00480 -0.65 1.16 -0.05
O -0.80245 3.43879 -0.91260 0.36 -0.67 0.21
H -2.07749 3.61986 1.36873 0.29 -0.34 0.35
H -1.65533 5.33282 1.55704 -0.06 0.33 -0.28
H -0.29047 4.17358 1.39289 -0.51 -0.30 0.30
C 2.75838 0.04791 -6.14700 0.53 0.61 0.64
C 2.15002 0.01942 -4.74092 -0.24 -0.29 0.44
N 0.74136 0.36032 -4.59318 -0.14 -0.10 -0.39
C -0.19675 -0.53147 -5.28219 -0.43 0.18 0.60
C -0.49932 -1.76300 -4.41752 -0.12 0.38 0.02
C 0.49455 1.76220 -4.91196 0.04 -0.17 1.55
C -0.64073 2.30750 -3.99111 -0.08 -0.79 -1.58
H 2.59527 1.04385 -6.55483 0.16 0.04 -0.28
H 2.45600 -0.68552 -6.87878 -0.54 -0.33 0.07
H 3.83047 -0.10613 -6.00746 0.08 0.18 -0.18
H 2.29252 -0.96098 -4.28192 0.16 -0.09 -0.01
H 2.66993 0.75402 -4.08970 0.07 -0.50 -0.45
H -1.12041 0.06394 -5.43923 0.42 -0.52 -0.04
H 0.18195 -0.84384 -6.26221 -0.06 0.06 -0.11
H -1.28378 -2.38809 -4.87222 0.50 0.02 0.09
H 0.44520 -2.31466 -4.27301 -0.54 -0.13 0.02
H -0.88975 -1.44659 -3.43140 0.23 -0.17 -0.45
H 0.33413 1.88825 -5.97077 -0.41 0.34 -0.56
H 1.44453 2.26158 -4.66982 -0.42 0.32 -0.05
H -0.75652 3.36913 -4.19548 -0.31 0.09 0.25
H -0.36929 2.13555 -2.96368 0.12 0.19 0.31
H -1.61109 1.75954 -4.16953 0.90 0.67 0.04
```
Forces are in eV/Å.

Here are the Mulliken charges for atoms 1 to 4, given in e:
1 C -2.2989
2 C 2.9811
3 C -1.5585
4 C -1.5615

2.
DFT (wB97M-V/def2-TZVPD) results for a 6-piece molecular cluster, C45H102N6O9 overall in a non-equilibrium geometry.

Output
SMILES   CC1(C)CCCC(C)(C)N1O.CC1(C)CCCC(C)(C)N1O.CC1(C)CCCC(C)(C)N1O.COCCNCCOC.COCCNCCOC.COCCNCCOC
Relative energy (zero: lowest compared OMol25 entry of this formula, charge and spin)   0.970 eV

Geometry as XYZ:
```
162
Properties=species:S:1:pos:R:3:forces:R:3
C 3.61987 -5.65152 3.97048 -0.25 -0.64 1.14
C 2.74269 -4.38802 4.04095 -0.74 0.14 -0.93
C 3.29376 -3.38030 5.02780 1.03 0.65 0.03
C 2.69321 -3.71322 2.63882 -0.08 -0.92 -1.51
C 1.86561 -4.45019 1.53210 -1.17 -0.13 1.03
C 0.43620 -4.84551 2.01159 1.72 1.12 0.07
C 0.45990 -5.36753 3.43304 -1.15 -0.40 2.01
C -0.95133 -5.04319 3.98881 -0.82 -1.48 0.07
C 0.74370 -6.89432 3.43333 -0.19 -0.23 0.14
N 1.33231 -4.63316 4.37573 0.28 1.30 -1.31
O 1.17112 -5.12844 5.67368 0.36 -0.70 0.33
H 4.68740 -5.43583 3.92805 -0.05 0.14 -0.53
H 3.52676 -6.24374 4.89001 -0.15 0.43 0.28
H 3.28631 -6.39862 3.25231 0.30 0.48 -0.62
H 4.13734 -2.85388 4.56725 0.15 -0.26 -0.08
H 2.61588 -2.55820 5.26255 -0.40 -0.34 0.04
H 3.69647 -3.81443 5.94332 -0.31 -0.14 0.06
H 2.30569 -2.69565 2.56275 -0.05 0.10 1.01
H 3.70451 -3.64685 2.22870 0.20 0.01 0.31
H 1.66404 -3.71674 0.75122 0.60 -0.32 -0.48
H 2.26779 -5.39009 1.15492 0.75 0.36 -0.16
H 0.06797 -5.59875 1.31898 -0.34 -0.04 0.22
H -0.19183 -3.95561 1.94010 -0.17 -0.10 0.13
H -1.23468 -5.55066 4.91616 0.51 -0.27 0.00
H -1.65298 -5.45810 3.25754 -0.24 0.42 -0.03
H -1.16468 -3.99869 4.21218 0.37 0.22 -0.62
H 1.30225 -7.29088 4.28231 0.12 0.58 0.17
H 1.31457 -7.15864 2.54233 -0.18 -0.19 -0.08
H -0.18041 -7.47503 3.48815 -0.10 0.12 -0.51
H 0.70968 -4.43917 6.16258 0.02 0.09 -0.16
C -4.55709 -6.51172 -1.40994 -1.08 0.28 0.30
C -4.22173 -5.92574 -2.79138 0.22 1.20 -0.45
C -4.66022 -6.74587 -4.03142 0.10 -0.22 1.46
C -4.94083 -4.56113 -2.97274 -0.79 0.99 -0.42
C -4.36772 -3.31969 -2.27155 -0.09 -1.55 0.53
C -2.85412 -3.27386 -2.52240 -1.01 0.33 0.43
C -2.09631 -4.58030 -2.27988 0.57 0.66 1.33
C -0.72124 -4.43082 -2.92141 1.18 -1.21 -0.07
C -1.85137 -4.72998 -0.73998 -0.53 0.45 -0.49
N -2.77623 -5.67817 -2.90225 -0.67 -0.07 -1.73
O -2.06526 -6.89312 -2.81245 0.13 -0.13 0.53
H -3.74882 -7.02474 -0.89533 0.19 0.01 -0.32
H -4.89255 -5.67901 -0.78428 0.32 -0.02 0.21
H -5.43172 -7.16813 -1.38551 0.10 -0.18 -0.42
H -5.74796 -6.80275 -4.08472 -0.04 0.10 0.05
H -4.28473 -6.22370 -4.90661 0.16 -0.37 -0.17
H -4.30118 -7.76359 -3.87600 0.17 -0.05 -0.61
H -5.03966 -4.16455 -3.99197 0.63 -1.02 -0.49
H -6.00390 -4.72694 -2.76271 0.09 0.01 0.56
H -4.86744 -2.42668 -2.64524 0.08 0.05 -0.04
H -4.60985 -3.38714 -1.20549 0.33 0.19 0.10
H -2.51017 -2.54364 -1.78688 0.62 0.14 -0.47
H -2.66857 -2.94032 -3.54432 0.06 0.14 0.03
H -0.70840 -4.57860 -4.00361 -0.42 0.44 -0.06
H -0.08106 -5.25224 -2.57775 -0.11 -0.04 0.13
H -0.13939 -3.54813 -2.65509 -0.53 0.34 0.02
H -1.30270 -5.64168 -0.51622 0.01 0.02 0.06
H -2.78239 -4.68994 -0.17100 -0.07 -0.31 -0.08
H -1.31121 -3.83979 -0.40965 0.39 -0.21 0.03
H -1.80436 -7.09528 -3.71736 -0.02 0.09 0.01
C 6.40295 1.01435 3.76061 0.03 1.02 0.39
C 5.35828 1.32819 4.83840 -0.47 -0.97 1.28
C 4.03524 1.70046 4.15696 0.48 1.22 -0.29
C 4.94975 0.06614 5.64286 0.76 -2.63 -1.87
C 5.96300 -0.41823 6.65265 -0.38 1.42 0.27
C 6.05725 0.75341 7.62544 0.17 -1.21 1.31
C 6.59530 2.04983 7.06002 1.07 0.28 -1.63
C 6.43842 3.21130 8.01965 -0.78 0.72 0.83
C 8.09598 1.91406 6.75524 0.51 -0.46 0.35
N 5.81942 2.34287 5.81925 -1.43 -0.38 -0.18
O 6.16651 3.55384 5.13091 -0.14 -0.52 0.88
H 6.61443 1.94323 3.22402 -0.24 -0.06 -0.21
H 7.36881 0.78597 4.20998 -0.14 -0.67 -0.11
H 5.99974 0.27501 3.07318 0.37 -0.20 -0.02
H 4.18578 2.62948 3.59891 -0.16 -0.07 -0.19
H 3.74900 0.91581 3.45720 0.03 -0.04 0.00
H 3.21048 1.86967 4.84880 0.14 -0.09 0.19
H 3.89606 0.00717 5.91931 0.17 0.80 0.87
H 4.94128 -0.80481 4.96155 -0.06 0.58 -0.74
H 5.70002 -1.35865 7.13918 -0.42 0.20 0.16
H 6.92252 -0.65074 6.18181 0.01 0.34 -0.14
H 6.64839 0.34413 8.45427 0.25 0.91 0.23
H 5.06484 0.95851 8.03657 -0.09 -0.13 -0.06
H 6.73772 4.18537 7.62847 0.36 -0.28 -0.36
H 6.98752 3.07057 8.95272 0.21 -0.24 -0.15
H 5.40500 3.39138 8.33734 -0.14 -0.43 -0.19
H 8.63660 1.60211 7.65463 -0.10 0.20 0.16
H 8.54588 2.84948 6.42474 -0.17 0.00 -0.18
H 8.32483 1.11884 6.04449 -0.19 0.19 -0.21
H 5.41839 4.07627 5.44180 0.27 0.50 -0.38
C -6.40961 2.49853 -8.30451 1.04 1.39 0.63
O -5.28015 2.02192 -7.57356 -0.65 -0.03 -0.53
C -5.24097 2.42462 -6.22122 0.46 -0.67 0.24
C -4.60948 3.78732 -6.02097 1.03 -0.91 -0.06
N -3.30481 3.79156 -6.70054 -0.33 0.09 0.43
C -2.77675 5.12636 -6.89481 -0.77 0.43 1.21
C -1.31096 5.08573 -7.20084 0.18 -0.16 -1.69
O -0.78775 6.33286 -7.63653 -0.57 -0.33 0.56
C 0.57163 6.22818 -7.92651 0.74 0.03 -0.40
H -7.33806 2.07138 -7.92993 -0.08 -0.42 -0.46
H -6.15717 2.42705 -9.35829 -0.47 -0.76 -0.08
H -6.49052 3.58617 -8.16946 -0.14 0.04 0.19
H -4.58711 1.66387 -5.78454 -0.09 0.15 0.28
H -6.21926 2.36457 -5.72984 -0.06 0.01 -0.14
H -4.31685 3.86513 -4.97082 -0.72 0.30 0.26
H -5.34130 4.55729 -6.28823 0.35 0.38 -0.22
H -3.29209 3.18118 -7.50466 -0.15 0.34 -0.30
H -2.88282 5.64376 -5.93095 -0.14 0.01 -0.03
H -3.42281 5.69369 -7.57659 0.59 0.21 -0.44
H -1.22977 4.41202 -8.06928 0.41 -0.33 0.25
H -0.72454 4.69487 -6.36547 -0.12 -0.11 0.07
H 0.83748 5.40473 -8.60651 -0.49 0.02 -0.21
H 1.21179 6.02632 -7.05622 -0.24 0.38 0.26
H 0.84456 7.16321 -8.41510 0.23 -0.04 0.20
C 1.76390 5.53425 -1.54548 1.25 0.62 0.52
O 1.23656 6.75624 -2.05075 -0.71 -1.54 -0.16
C 0.62101 6.60695 -3.31162 -0.55 1.36 -0.86
C -0.75025 5.94910 -3.28304 -0.61 -0.22 0.48
N -1.77224 6.86674 -2.74080 0.86 -0.09 0.11
C -3.14227 6.38451 -2.69609 -0.41 -0.16 0.58
C -3.31814 5.23142 -1.69796 -0.05 -0.44 0.00
O -2.84801 5.71064 -0.44929 -0.03 0.57 0.46
C -1.91491 4.94624 0.28746 -0.10 -0.80 -1.35
H 2.03051 5.84369 -0.53192 0.34 -0.59 -0.02
H 2.64967 5.24455 -2.12762 0.19 0.27 0.16
H 1.21201 4.58909 -1.49286 -1.01 0.56 -0.17
H 0.47556 7.64654 -3.62853 -0.06 -0.17 -0.19
H 1.27179 6.14802 -4.06741 0.15 -0.30 0.32
H -1.08939 5.61491 -4.26565 0.33 -0.08 -0.05
H -0.66953 5.09243 -2.59755 -0.01 -0.41 -0.46
H -1.47616 6.89043 -1.76746 -0.38 0.82 0.11
H -3.75842 7.19966 -2.31020 0.10 0.13 0.07
H -3.58470 6.18251 -3.67346 0.41 -0.32 -0.16
H -4.35475 4.90738 -1.55466 -0.21 0.35 -0.25
H -2.80766 4.31013 -2.00566 0.38 0.16 0.00
H -2.17600 4.93898 1.34245 0.06 0.08 0.00
H -0.88749 5.28306 0.10603 -0.04 0.30 0.30
H -1.95133 3.93454 -0.13708 0.11 -0.19 0.54
C -3.80609 1.33466 -2.69528 0.24 -0.11 -1.01
O -2.61801 1.32403 -1.92515 -0.91 -1.18 -0.56
C -2.87953 0.93793 -0.56894 0.32 2.34 0.12
C -1.78054 0.03202 -0.03585 -0.66 1.54 0.49
N -1.84312 0.16555 1.41640 0.44 -0.95 1.36
C -0.81594 -0.59311 2.17240 0.42 0.72 -0.77
C 0.59446 -0.10552 1.79661 0.69 -0.93 -0.71
O 0.71611 1.28214 1.90094 -0.77 0.90 0.69
C 1.74556 1.90492 1.18862 0.84 -0.03 -0.29
H -4.47474 2.14543 -2.39959 -0.21 -0.11 0.18
H -4.31787 0.36951 -2.76166 -0.16 -0.09 0.85
H -3.58513 1.46501 -3.75795 0.59 0.54 0.15
H -3.91238 0.66760 -0.33286 0.10 -0.85 -0.56
H -2.84310 1.93207 -0.08953 0.34 -0.40 0.71
H -0.84093 0.48577 -0.36355 0.08 -0.64 -0.75
H -2.00367 -0.96960 -0.39975 0.62 -0.22 0.26
H -1.53729 1.09574 1.69137 -0.66 0.41 -0.62
H -0.86532 -1.65944 1.95168 -0.10 -0.06 0.18
H -0.95589 -0.40140 3.23590 -0.27 -0.20 0.03
H 0.80046 -0.39923 0.75579 0.01 -0.07 0.02
H 1.36800 -0.59377 2.40719 -0.14 -0.05 0.10
H 2.72605 1.44088 1.34189 -0.10 -0.40 -0.02
H 1.91252 2.92586 1.53001 -0.56 0.05 0.22
H 1.55359 1.94582 0.11222 -0.14 -0.16 -0.08
```
Forces are in eV/Å.

Here are the Mulliken charges for atoms 1 to 4, given in e:
1 C -1.7847
2 C 2.0820
3 C -2.3042
4 C -0.1979

Number 1: Kohn-Sham gap 8.5 eV, calculated total energy -80668.8881 eV, HOMO -0.31280 hartree. Number 2: Kohn-Sham gap 8.8 eV, calculated total energy -75676.9203 eV, HOMO -0.30392 hartree.